Molecular formula: C29H82O14
Method: DFT, wB97M-V/def2-TZVPD

Each line ends with the Mulliken charge.
CARTESIAN COORDINATES (ANGSTROEM)
C1 -0.434820 -4.024178 3.316853  -0.54
C2 -1.439424 -4.757451 4.208131  0.31
C3 -0.808318 -6.042504 4.751653  -1.49
O1 -1.729084 -3.843337 5.264839  -0.52
H1 -0.851446 -3.050480 3.059115  -0.16
H2 -0.339055 -4.512038 2.346843  0.17
H3 0.565281 -3.926497 3.739162  0.36
H4 -2.381803 -4.989027 3.711761  0.36
H5 0.172048 -5.885470 5.201458  0.33
H6 -0.777990 -6.855688 4.026454  0.40
H7 -1.387623 -6.506750 5.549769  0.38
H8 -0.893563 -3.633416 5.688459  0.29
C4 -4.116189 1.688781 -2.238393  -1.32
C5 -3.165974 0.577328 -2.650107  2.11
C6 -3.319713 -0.597962 -1.675630  -1.31
O2 -3.572316 0.341501 -3.968475  -0.54
H9 -4.039751 2.603562 -2.826120  0.35
H10 -3.916160 1.990013 -1.210118  0.11
H11 -5.164561 1.390929 -2.256014  0.40
H12 -2.118036 0.875833 -2.621178  -0.79
H13 -2.648666 -1.413129 -1.946347  0.26
H14 -4.330267 -0.998483 -1.595277  0.49
H15 -3.041761 -0.297633 -0.665355  0.02
H16 -4.381169 -0.166173 -4.066561  0.33
C7 0.581325 -4.737188 -0.417300  -1.47
C8 0.935725 -4.014224 -1.742194  2.24
C9 2.382425 -4.377251 -2.232706  -1.50
O3 -0.069888 -4.397522 -2.643490  -0.71
H17 -0.292989 -4.253698 0.018486  0.32
H18 1.375388 -4.492486 0.288169  0.26
H19 0.554785 -5.823077 -0.508040  0.45
H20 0.915377 -2.943707 -1.538073  -0.98
H21 2.447553 -5.411810 -2.569678  0.42
H22 3.156480 -4.324020 -1.467134  0.29
H23 2.727592 -3.743163 -3.049343  0.30
H24 0.074408 -3.923522 -3.465748  0.37
C10 1.369860 -0.906331 -4.459982  -0.52
C11 0.045032 -1.603865 -4.485615  1.65
C12 -0.986280 -1.092120 -5.557938  -1.59
O4 0.263853 -2.890277 -4.839854  -0.67
H25 1.181710 0.164242 -4.541059  -0.01
H26 1.999218 -1.136744 -5.319582  0.48
H27 1.853800 -1.071666 -3.497396  -0.07
H28 -0.521843 -1.585061 -3.554807  -0.70
H29 -0.533487 -0.915856 -6.533650  0.44
H30 -1.303895 -0.102098 -5.230737  0.16
H31 -1.811413 -1.787906 -5.710093  0.42
H32 0.503810 -2.845677 -5.768312  0.42
C13 -3.346419 2.005093 2.201295  -0.57
C14 -3.797940 0.685026 2.854060  0.10
C15 -5.169582 0.204560 2.385528  -1.52
O5 -2.869354 -0.290685 2.475215  -0.14
H33 -3.150698 1.777251 1.153492  -0.16
H34 -2.378582 2.266777 2.628973  0.13
H35 -4.051623 2.834983 2.246448  0.49
H36 -3.805715 0.609665 3.941425  0.36
H37 -5.377532 -0.842080 2.607820  0.44
H38 -5.148136 0.172093 1.296234  0.28
H39 -6.001530 0.781364 2.789598  0.40
H40 -3.267072 -1.128647 2.722674  0.11
C16 0.218209 1.031278 5.255806  -0.62
C17 -0.708683 -0.221795 5.262041  0.67
O6 -0.807006 -0.776423 6.567201  -0.57
H41 0.338361 1.285515 4.202697  -0.16
H42 1.179261 0.651166 5.602216  0.30
H43 -0.224325 1.787474 5.904213  0.36
H44 -0.190974 -0.859507 4.545516  -0.09
H45 -1.681234 -0.011764 4.816935  -0.33
H46 -0.183336 -1.506139 6.555249  0.38
C18 -0.897253 3.948537 -3.780228  -0.96
C19 0.021006 2.787685 -4.123434  0.84
O7 1.306001 3.417579 -4.341046  -0.51
H47 -0.665163 4.243808 -2.756973  0.12
H48 -1.943417 3.653377 -3.699591  0.12
H49 -0.839658 4.808094 -4.448016  0.42
H50 -0.340253 2.302509 -5.030190  0.33
H51 -0.007979 2.042971 -3.328033  -0.59
H52 1.338442 3.782763 -5.228282  0.31
C20 2.465807 3.242534 1.279320  -0.14
C21 2.065989 2.895958 2.656697  0.31
O8 2.763290 3.845693 3.471308  -0.60
H53 1.986834 2.569596 0.568093  -0.40
H54 3.542719 3.097558 1.193622  0.36
H55 2.217968 4.243473 0.926034  0.33
H56 2.283249 1.838715 2.808787  0.19
H57 0.981299 2.885091 2.763619  -0.36
H58 2.209672 4.620204 3.594732  0.33
C22 -0.895750 4.268914 0.763353  0.18
C23 -0.681399 5.746259 0.474198  -0.69
O9 -1.628996 6.567547 1.094593  -0.55
H59 -0.149777 3.802076 0.120170  -0.15
H60 -1.900272 3.938325 0.499234  0.34
H61 -0.630672 4.001740 1.786315  0.00
H62 -0.646943 5.897225 -0.604743  0.24
H63 0.317224 5.922978 0.873721  0.30
H64 -2.451993 6.512192 0.603457  0.33
C24 0.310846 -0.081662 -0.639266  1.49
C25 0.233321 0.160718 0.835644  -0.23
O10 -0.093755 -1.037282 1.572403  0.86
H65 -0.565139 -0.577936 -1.056940  -0.19
H66 1.209268 -0.623910 -0.934066  -0.45
H67 0.268841 0.879128 -1.152313  -0.50
H68 -0.435667 0.996875 1.039098  0.15
H69 1.248965 0.378210 1.166203  -0.50
H70 -1.053536 -1.056916 1.578493  -0.31
C26 4.413489 -1.313477 0.995714  -0.91
C27 3.271812 -2.375350 1.076574  0.86
O11 2.557808 -2.201139 2.288979  -0.61
O12 3.801089 -0.060466 0.834213  -0.33
H71 5.119053 -1.516038 0.189959  0.33
H72 5.044152 -1.442880 1.875268  0.35
H73 3.676853 -3.378828 0.945906  0.49
H74 2.507135 -2.339341 0.300644  -0.69
H75 1.871158 -1.602249 1.986584  0.07
H76 3.818599 0.160978 -0.099732  0.29
C28 4.338884 2.706176 -2.076317  -0.72
C29 3.356715 1.533343 -2.170407  1.03
O13 3.919859 0.314980 -1.758558  -0.65
O14 5.394638 2.546738 -2.981404  -0.57
H77 4.838706 2.945680 -1.137742  0.19
H78 3.710292 3.583364 -2.229633  0.44
H79 2.986516 1.380723 -3.184191  0.21
H80 2.489025 1.836464 -1.584468  -0.69
H81 4.436256 -0.077859 -2.466108  0.30
H82 5.200563 3.170652 -3.684730  0.34

Forces on atoms 1 to 2 (eV/Å):
C -0.96 -0.33 -1.22
C 1.71 0.16 0.51

total charge = 0
lowest unoccupied orbital energy = 0.2 eV
E = -2207.28243 Ha
structure (SMILES) = CC(C)O.CC(C)O.CC(C)O.CC(C)O.CC(C)O.OCCO.OCCO.CCO.CCO.CCO.CCO.CCO
orbital gap = 9.41 eV
HOMO energy = -0.338 hartree

Molecular formula: C3H5NO2
Method: DFT, wB97M-V/def2-TZVPD

Each line ends with the Mulliken charge.
CARTESIAN COORDINATES (ANGSTROEM)
C1 -0.178089 0.220223 -1.661079  -0.62
N1 2.877692 -1.104457 1.763952  -0.39
C2 1.772943 -0.826201 1.949604  0.19
O1 -0.198360 -0.116183 -0.275618  -0.26
C3 -1.154600 0.401189 0.492716  0.27
O2 -1.170712 0.237684 1.684831  -0.51
H1 0.145957 -0.671844 -2.196920  0.22
H2 0.537380 1.030115 -1.822523  0.27
H3 -1.170865 0.521438 -2.013441  0.33
H4 0.737004 -0.557463 2.090951  0.22
H5 -1.921373 0.976254 -0.057489  0.29

Forces on atoms 1 to 2 (eV/Å):
C 0.00 0.06 -0.24
N -1.07 0.27 0.20

total charge = 0
lowest unoccupied orbital energy = 0.7 eV
E = -322.51279 Ha
structure (SMILES) = COC=O.C#N
orbital gap = 12.11 eV
HOMO energy = -0.421 hartree
ΔE to the lowest compared entry with this formula, charge and spin = 161.6 kJ/mol

Molecular formula: C5H11IN
Method: DFT, wB97M-V/def2-TZVPD

Each line ends with the Mulliken charge.
CARTESIAN COORDINATES (ANGSTROEM)
C1 -0.145569 -0.097419 -0.950557  0.48
C2 -0.156812 0.724169 0.291229  -0.83
C3 0.579707 -0.509508 0.254566  0.30
C4 -1.453714 -0.688620 -1.361970  -1.51
C5 0.382910 -1.567018 1.234244  -1.31
N1 0.435372 2.096748 0.274251  -0.13
I1 3.156209 0.048320 0.166709  0.06
H1 0.521043 0.488224 -1.770431  0.39
H2 -1.121938 0.815229 0.853248  0.34
H3 -1.837050 -0.079379 -2.031872  0.51
H4 -2.189116 -0.789505 -0.431557  0.31
H5 -1.235384 -1.732077 -1.834988  0.29
H6 -0.630293 -2.132908 1.208115  0.31
H7 0.562163 -1.250403 2.333454  0.33
H8 1.033074 -2.312759 1.185306  0.49
H9 0.428789 2.623250 1.189977  0.38
H10 0.175655 2.549182 -0.574745  0.38
H11 1.494960 1.814469 -0.034987  0.22

Forces on atoms 1 to 2 (eV/Å):
C 1.55 2.03 -1.83
C -2.53 2.73 1.37

total charge = +1
lowest unoccupied orbital energy = -5.4 eV
E = -549.18794 Ha
structure (SMILES) = C[C@H]1[C@H]([NH3+])[C@]1(C)I
orbital gap = 8.10 eV
HOMO energy = -0.495 hartree
ΔE to the lowest compared entry with this formula, charge and spin = 300.7 kJ/mol